[1]
Here is a structure of composition C35H36BrN10P2Pd from the OMol25 dataset. Energies are from wB97M-V/def2-TZVPD.

Summary:
E_tot: -5287.57368 Eh
E_LUMO: 0.0920 hartree
Frontier orbital gap: 5.280 eV
HOMO energy: -2.78 eV
Energy relative to the best compared isomer or geometry (same formula, charge and spin): 0.000 eV

ORCA input file:
```
! RIJCOSX wB97M-V def2-TZVPD def2/J DEFGRID3
* xyz -1 1
Pd 0.57656 0.92967 1.25318
Br 1.14790 2.16782 3.36389
P 0.91070 -0.16030 -1.44127
P -1.24650 1.98095 0.72910
N -1.28383 -1.25193 5.97799
N -1.87676 -2.07310 1.68936
N -3.05803 3.99299 1.31402
N -3.94527 1.97681 0.22687
N -1.90037 -2.23580 5.29067
N 2.31691 -0.35488 1.38946
N -0.25266 -0.05111 -0.37968
N -2.58459 3.57213 -1.05826
N -0.95603 -0.73334 3.89881
N -3.18819 -4.51816 1.87252
C 2.75387 -2.15261 -2.27613
C 1.22337 -2.79167 -0.54238
C 0.89380 0.06658 -4.29222
C -1.82953 3.35572 1.81948
C -1.85408 -0.28496 -4.44481
C -2.83780 4.56118 -0.01440
C 4.24277 -2.31011 1.67050
C 3.78984 3.12339 -0.58519
C 2.26862 0.93030 -1.42107
C -2.91424 -3.95194 0.69861
C 3.17497 -2.25250 2.55542
C 1.68741 -1.83496 -1.43634
C 2.23946 -1.25505 2.37693
C 3.48004 0.66984 -0.53588
C -3.68411 2.61003 -1.06623
C -0.72381 -0.36586 5.13311
C -1.21589 -0.28347 -3.21158
C -2.79838 -3.85694 2.95556
C 3.87621 1.98020 0.12183
C -1.67522 -1.87597 4.04045
C -4.14913 3.02732 1.22207
C 2.26028 2.13168 -2.13414
C 3.11453 3.18096 -1.85008
C 0.25952 0.07010 -5.52656
C -2.25954 -2.73109 0.60568
C 2.86418 -4.36163 -1.33385
C -1.11530 -0.10952 -5.60631
C -2.84605 1.08187 0.61310
C -2.13908 -2.63312 2.86372
C 1.81066 -4.05012 -0.48638
C 3.33620 -3.40941 -2.23085
C 0.16289 -0.11473 -3.12047
C 3.34320 -0.38977 0.53470
C -1.29362 2.89712 -0.86401
C 4.32623 -1.37210 0.66556
H 4.14796 4.04520 -0.13614
H 0.83932 0.22458 -6.42857
H -1.99354 5.25163 0.03113
H 4.32161 0.31959 -1.17172
H 3.06057 4.10581 -2.40874
H 4.99644 -3.08271 1.76354
H 3.14732 -1.39316 -2.94241
H 3.32271 -5.34270 -1.29326
H 5.13570 -1.38790 -0.05182
H -3.73495 5.12219 -0.29252
H -3.00599 -4.30115 3.92157
H -1.60911 -0.10255 -6.57056
H 4.23793 1.96985 1.14340
H -2.92835 -0.41713 -4.49785
H -1.12176 2.18679 -1.67274
H -3.46783 1.83491 -1.80433
H -1.03616 4.10013 1.91242
H -0.16529 0.51134 5.42471
H -1.77127 -0.40128 -2.28702
H -1.28870 -1.25717 6.98208
H 1.37620 -1.15521 3.02326
H -4.29595 2.56374 2.19998
H 1.50534 2.27191 -2.90542
H -5.05859 3.57290 0.95358
H -2.71703 0.28356 -0.11682
H -2.00058 2.96036 2.82318
H -2.01914 -2.26122 -0.34367
H 3.05983 -2.96551 3.36032
H -3.22346 -4.48559 -0.19262
H -4.59205 3.14052 -1.36787
H 1.44956 -4.78500 0.22394
H 0.41173 -2.50949 0.12031
H -0.48026 3.62661 -0.88467
H 4.16703 -3.64572 -2.88538
H 1.96111 0.24030 -4.23361
H -3.06243 0.62114 1.57979
*
```


[2]
Here is a cluster of 2 separate species, CH4O3 in total in a non-equilibrium geometry from the OMol25 dataset. Energies are from wB97M-V/def2-TZVPD.

Summary:
E_tot: -266.21523 Eh
E_LUMO: 0.0276 hartree
Frontier orbital gap: 11.831 eV
HOMO energy: -11.08 eV
Energy relative to the best compared isomer or geometry (same formula, charge and spin): 0.566 eV

ORCA input file:
```
! RIJCOSX wB97M-V def2-TZVPD def2/J DEFGRID3
* xyz 0 1
O 0.92006 1.51165 0.93526
O -1.26932 2.14887 0.49661
O 0.26392 -2.68172 -0.92359
C -0.08955 1.45203 0.20191
H 1.15401 -2.27011 -0.84264
H -0.21680 0.94531 -0.77519
H -1.12814 2.46812 1.42944
H 0.36585 -3.57414 -0.52177
*
```


[3]
Here is a cluster of 6 separate species, C24H57BO20S5 in total in a non-equilibrium geometry from the OMol25 dataset. Energies are from wB97M-V/def2-TZVPD.

Summary:
E_tot: -4469.04764 Eh
E_LUMO: -0.0011 hartree
Frontier orbital gap: 9.593 eV
HOMO energy: -9.62 eV

ORCA input file:
```
! RIJCOSX wB97M-V def2-TZVPD def2/J DEFGRID3
* xyz 0 1
S 1.00089 -3.72959 -2.86028
S 5.26639 3.19990 4.77324
S 5.72139 -0.42099 0.29053
S 5.83082 -5.80405 -0.86851
S -3.54921 4.48514 1.51839
O -9.69918 -0.55435 -1.92644
O -3.30637 5.21945 2.73234
O 4.69384 0.52681 -0.52378
O 5.20775 -6.29759 -2.06923
O -4.88339 4.16888 1.07551
O -8.34057 -1.75591 0.29734
O 5.05784 -0.93230 1.46226
O -2.62833 -0.08507 0.60477
O 7.15946 -6.67313 -0.56893
O -3.99830 -1.25561 -0.87904
O 5.01406 3.45383 3.37838
O 4.42199 2.33423 5.55273
O 1.16635 -2.31716 -2.09159
O 0.74490 -3.47704 -4.25479
O 0.15251 -4.58820 -2.07579
O -2.75008 5.20155 0.30865
O 6.99849 0.24010 0.36880
O -4.25740 0.65369 -2.21438
O 5.41960 4.61255 5.54573
O 6.13695 -4.40743 -0.68833
C -9.54226 0.46135 -2.95384
C -4.45538 -1.43227 -3.46733
C 4.37740 5.57819 5.41120
C -2.59576 2.99456 1.55966
C -1.05688 -1.66640 -1.33709
C 3.18968 5.24346 6.29382
C -8.37943 1.51645 -2.54222
C -3.33748 6.34383 -0.31275
C -7.17127 -0.96197 -0.02187
C 4.97935 2.78082 0.35244
C 6.94400 2.66528 4.95852
C 8.99786 -5.55524 -1.71123
C -4.20956 -0.58857 -2.11256
C 2.67568 -4.27314 -2.67755
C 5.82866 -1.71443 -0.91273
C -4.98198 0.38778 1.00807
C 4.05230 1.59429 0.17447
C -3.79759 -0.33680 0.20115
C -8.78098 -2.55297 -0.82158
C -3.15139 7.59326 0.52759
C 0.13035 -1.34341 -2.22416
C 4.88993 -6.35603 0.52591
C -8.90102 -1.72184 -2.21066
C 8.13789 -6.80029 -1.60136
B -6.21519 -0.67650 1.28662
H -8.54570 1.78284 -1.43201
H -2.82998 6.47741 -1.27095
H -7.53389 0.08900 -0.34631
H 3.32929 -3.58990 -3.21839
H 2.68712 4.33731 5.94838
H -3.72837 7.53323 1.45307
H 2.92560 -4.29344 -1.61751
H -1.54876 3.24929 1.71970
H 8.76996 -7.65001 -1.33359
H -2.10289 7.71868 0.80810
H 7.66402 -7.03951 -2.55767
H 3.51037 5.06285 7.32253
H -7.85893 -1.44954 -2.63164
H -9.38484 -2.42399 -2.99271
H -4.59692 0.85573 1.98520
H -5.45599 1.25526 0.42073
H -0.73529 -1.84715 -0.30943
H 7.19167 2.64339 6.01911
H -2.72777 2.46577 0.61687
H 5.42850 3.06853 -0.60170
H -9.23876 0.02658 -3.96632
H 9.82469 -5.71847 -2.40582
H -9.83435 -2.98948 -0.64891
H -10.53539 1.01424 -3.08138
H 3.66229 1.24979 1.13662
H 6.54972 -2.44412 -0.55635
H 4.79542 6.53860 5.72177
H -7.36111 0.97282 -2.56281
H 9.40227 -5.27646 -0.73527
H -3.79349 -1.06924 -4.32525
H 6.16512 -1.28901 -1.85794
H 7.59468 3.35371 4.42075
H 4.07617 5.68075 4.36469
H -1.56774 -2.57002 -1.67954
H 5.44832 -6.13926 1.43584
H -4.39485 6.16679 -0.52970
H -5.53727 -1.33638 -3.83355
H 4.70725 -7.42518 0.42638
H -3.48186 8.47860 -0.02029
H -8.39702 2.43306 -3.21768
H -1.77499 -0.84968 -1.34494
H 8.41436 -4.70589 -2.07371
H -2.96076 2.38485 2.38555
H 7.02523 1.66381 4.53552
H -0.17343 -1.24058 -3.27019
H 4.84921 -2.17707 -1.02089
H 3.19456 1.89699 -0.43118
H 3.94495 -5.81232 0.52983
H 2.75214 -5.27591 -3.09744
H 4.43740 3.63502 0.76281
H 5.79665 2.54022 1.03456
H -6.42878 -1.16519 2.33882
H 0.55673 -0.38555 -1.91694
H -8.02619 -3.42120 -0.93155
H -4.27181 -2.54737 -3.29590
H -6.54587 -1.47833 -0.83681
H 2.46198 6.05801 6.28541
*
```


[4]
Here is the molecule C5H6O2 in a non-equilibrium geometry from the OMol25 dataset. Energies are from wB97M-V/def2-TZVPD.

Summary:
E_tot: -344.55206 Eh
E_LUMO: 0.0289 hartree
Frontier orbital gap: 8.183 eV
HOMO energy: -7.40 eV
Energy relative to the best compared isomer or geometry (same formula, charge and spin): 1.357 eV

ORCA input file:
```
! RIJCOSX wB97M-V def2-TZVPD def2/J DEFGRID3
* xyz 0 1
O -0.25869 -1.72732 -1.99575
O -0.70319 -1.12738 0.15454
C -0.09274 -0.78567 -0.98760
C -0.61377 -0.24254 1.29707
C 0.20384 1.00516 1.10752
C 0.75847 1.33103 -0.11116
C 0.63364 0.36528 -1.17127
H -1.65403 0.02752 1.58638
H 0.29084 1.67484 1.95584
H -0.72332 -2.48987 -1.58075
H -0.22069 -0.82830 2.14273
H 1.10062 0.53419 -2.15417
H 1.27903 2.26306 -0.24338
*
```


[5]
Here is a cluster of 2 separate species, C2H11N2O in total in a non-equilibrium geometry from the OMol25 dataset. Energies are from wB97M-V/def2-TZVPD.

Summary:
E_tot: -267.29825 Eh
E_LUMO: -0.1212 hartree
Frontier orbital gap: 10.619 eV
HOMO energy: -13.92 eV
Energy relative to the best compared isomer or geometry (same formula, charge and spin): 0.720 eV

ORCA input file:
```
! RIJCOSX wB97M-V def2-TZVPD def2/J DEFGRID3
* xyz 1 1
O 1.72091 0.73915 -2.11465
N -1.80922 0.35293 -0.24175
N 1.01358 -0.31056 0.09458
C -1.41044 -0.45234 0.90734
C 0.03905 -0.13972 1.23042
H -2.20749 -0.23150 -0.96548
H 1.72269 0.41293 0.14005
H 2.63740 0.45917 -2.26860
H 1.72107 1.54787 -2.64998
H -1.93827 -0.27812 1.85225
H 0.28797 0.76629 1.77944
H 1.41345 -1.24232 0.18312
H -2.49708 1.04141 0.01788
H -1.58563 -1.52977 0.84797
H 0.33693 -0.85259 2.00736
H 0.55507 -0.28284 -0.81997
*
```


[6]
Here is a cluster of 2 separate species, C4H7F in total in a non-equilibrium geometry from the OMol25 dataset. Energies are from wB97M-V/def2-TZVPD.

Summary:
E_tot: -256.23308 Eh
E_LUMO (alpha / beta): 0.0412 / -0.0297 hartree
Frontier orbital gap (alpha / beta): 7.958 / 9.632 eV
Expectation value of S²: 2.01
HOMO energy (alpha / beta): -6.84 / -10.44 eV
Energy relative to the best compared isomer or geometry (same formula, charge and spin): 1.868 eV

ORCA input file:
```
! RIJCOSX wB97M-V def2-TZVPD def2/J DEFGRID3
* xyz 0 3
F 1.09126 -1.46775 -1.09584
C -1.84415 -0.81376 0.12655
C 1.27113 -0.47946 1.26871
C 1.22543 0.68223 0.24254
C 0.70895 -0.68440 -0.10157
H -1.94329 -1.50356 -0.63419
H 0.59432 1.59084 0.49966
H 0.48136 -0.33121 2.00213
H -1.79953 -1.09854 1.21728
H 2.27308 -0.99335 1.39448
H 2.20330 1.08476 -0.20089
H -2.15761 0.17460 -0.02705
*
```